Below is a 2-piece molecular cluster, C3H12N2O overall, with properties calculated with ωB97M-V with the def2-TZVPD basis set.

Highest occupied orbital energy (eV): -9.2
Energy above the lowest of the compared OMol25 structures with the same formula, charge and spin (kJ/mol): 67.1
LUMO level (Eh): 0.03509
SMILES: CNCCN.O
Frontier orbital gap (eV): 10.1
Energy (a.u.): -306.2184
Charge: 0

Last column: Löwdin charge in e.
Geometry (Å):
C 0.00880 2.06629 -1.16742  -0.11
N 0.39261 0.82787 -0.43997  -0.17
C -0.50987 -0.29521 -0.71973  -0.22
C 0.16126 -1.62530 -0.22425  -0.29
N -0.77457 -2.29911 0.64750  -0.02
H -0.17347 1.81732 -2.20873  0.07
H -0.77881 2.55883 -0.56213  0.09
H 0.84516 2.75468 -1.18499  0.07
H 1.32862 0.58967 -0.75789  0.10
H -0.81876 -0.51952 -1.74902  0.11
H -1.32248 -0.12658 -0.02994  0.10
H 1.17013 -1.39894 0.17346  0.10
H 0.35301 -2.25759 -1.12662  0.10
H -1.25487 -1.62217 1.24319  0.06
H -0.28161 -2.87655 1.32588  0.07
O 0.40459 0.46043 2.33592  -0.09
H 0.67200 0.80395 1.45950  0.00
H 0.57827 1.14193 2.98521  0.02